1.
C23H21N3O3 | the ωB97M-V functional and the def2-TZVPD basis

```
50
Properties=species:S:1:pos:R:3:forces:R:3:mulliken_charge:R:1
C 0.7383 8.2938 3.7694 0.96 -0.43 0.37 -1.0086
C 0.5639 6.7825 4.0109 0.93 1.40 -0.24 -0.4285
O -0.0538 6.1810 2.9232 -1.79 -2.20 -2.12 -0.2396
C -0.3422 4.8157 2.9536 1.76 -1.18 2.67 0.5665
O -0.1848 4.1550 3.9832 -0.55 1.70 -1.99 -0.5656
C -0.6516 4.1187 1.6220 0.43 -1.12 -0.61 -0.8491
C 0.6040 3.8630 0.7448 0.71 2.71 -0.71 0.2158
C 1.3798 5.0821 0.2179 1.02 -4.69 -0.09 -0.7277
C 2.5775 4.8434 -0.4765 -1.39 -1.53 0.38 -0.5527
N 2.9959 3.5074 -0.7125 0.00 0.55 -0.45 -0.0189
C 2.1955 2.4318 -0.3707 3.18 1.27 -1.52 0.4408
N 2.4407 1.1738 -0.5783 2.01 -1.00 -2.51 -0.7462
C 1.3361 0.4929 -0.1290 2.20 0.94 0.98 0.4020
C 1.2176 -1.0128 -0.2495 1.20 0.83 -1.71 0.1257
C 2.0443 -1.7832 -1.1746 -2.89 0.97 1.97 -0.6728
C 1.7042 -3.1124 -1.3752 -1.01 -0.88 -0.02 -0.3881
C 0.5601 -3.6542 -0.7581 -0.33 -0.13 0.03 0.0738
O -0.0254 -4.9130 -1.0538 1.15 1.69 0.92 -0.3941
C -0.8989 -4.7551 -2.1807 -0.38 0.31 1.76 -0.4067
C -1.7452 -5.9684 -2.1959 -1.94 -0.96 -2.42 0.3594
C -1.8361 -6.6862 -3.4130 -0.39 -0.01 0.44 -0.3046
C -2.6852 -7.7819 -3.5984 -0.26 1.05 1.54 -0.7374
C -3.5805 -8.0974 -2.5827 0.07 -1.36 -0.47 -0.1758
C -3.6078 -7.3471 -1.4135 -0.36 -1.79 0.75 -0.6064
C -2.7049 -6.3048 -1.2498 0.01 -0.89 0.03 -0.2007
C -0.1609 -2.8721 0.1360 -0.58 -3.40 -0.32 -0.2319
C 0.1600 -1.6275 0.3966 1.21 3.44 1.12 -0.6679
N 0.6062 1.3324 0.5438 -4.50 -0.57 1.40 -0.6337
C 1.0417 2.6157 0.3298 -2.22 0.08 2.00 0.4722
H 1.7089 8.5418 4.3143 -1.62 0.30 -0.26 0.3183
H -0.1916 8.8826 4.0707 1.56 -0.67 -0.39 0.2739
H 1.0046 8.4357 2.7249 -0.31 0.31 -0.19 0.2846
H 1.4565 6.2491 4.2367 1.22 -0.19 -0.20 0.4043
H 0.0595 6.7384 4.9050 -1.95 -0.74 1.94 0.3680
H -1.1315 3.0963 1.6977 0.55 1.27 0.80 0.3914
H -1.3644 4.7250 1.1012 -0.25 0.54 -0.68 0.4412
H 1.0498 6.0586 0.4066 -0.41 1.07 0.27 0.5548
H 3.1376 5.6712 -0.9166 0.13 -0.60 0.21 0.3750
H 3.8429 3.2258 -1.2548 -0.99 0.91 0.71 0.2959
H 2.6941 -1.2773 -1.8306 1.10 0.43 -0.28 0.4636
H 2.2102 -3.7342 -2.0965 0.27 0.02 -0.13 0.4602
H -1.5559 -3.8203 -2.0750 1.13 -1.07 -0.29 0.2757
H -0.1772 -4.7422 -2.9610 -0.26 0.41 -1.59 0.4229
H -1.3205 -6.2964 -4.2590 0.83 -0.03 -0.48 0.3291
H -2.7061 -8.4132 -4.4471 0.30 -0.13 -1.01 0.4037
H -4.1394 -9.0571 -2.7405 0.16 1.21 0.54 0.2815
H -4.1997 -7.8038 -0.5435 0.72 1.35 -1.29 0.2442
H -2.7345 -5.8901 -0.2943 0.26 1.18 1.37 0.4050
H -0.9754 -3.3013 0.6796 -0.48 -0.48 0.00 0.4740
H -0.3565 -1.0620 1.1630 -0.20 0.11 -0.22 0.4334
```
Positions in Å, forces in eV/Å.

Structure (SMILES): CCOC(=O)Cc1cc[nH]c2nc(-c3ccc(OCc4ccccc4)cc3)nc1-2
Energy above the lowest of the compared OMol25 structures with the same formula, charge and spin, kcal/mol: 108.6
Frontier orbital gap, eV: 7.802
E_HOMO, Ha: -0.3033
LUMO level, eV: -0.45

***

2.
C45H30BBaClF17O5PS | the ωB97M-V functional and the def2-TZVPD basis

```
102
Properties=species:S:1:pos:R:3:forces:R:3:mulliken_charge:R:1
Ba 0.6986 -0.4042 -0.2702 0.91 1.12 -1.25 2.4355
C 0.5938 5.3711 0.6800 -0.08 0.07 0.09 -1.4461
C 1.2872 4.6985 -0.4719 0.03 -0.02 -0.06 0.6633
C 2.5241 4.0869 -0.2929 0.00 0.07 0.07 -0.3973
C 3.1961 3.4925 -1.3533 -0.03 -0.02 0.00 0.4859
C 4.5328 2.8349 -1.1491 0.12 -0.04 0.04 -1.3852
C 2.6073 3.5044 -2.6125 -0.02 -0.01 -0.06 -0.7019
C 1.3588 4.0786 -2.8175 0.01 0.01 0.06 0.6164
C 0.7057 4.0101 -4.1674 0.01 0.03 -0.11 -1.4467
C 0.7161 4.6789 -1.7379 -0.04 0.00 -0.01 -0.6330
H 0.5215 4.7110 1.5448 0.02 -0.04 -0.01 0.1505
H -0.4184 5.6700 0.4064 -0.01 -0.01 -0.01 0.2711
H 1.1327 6.2678 0.9968 0.03 0.00 -0.01 0.4465
H 2.9688 4.0768 0.6950 0.03 -0.02 0.04 0.3746
H 4.7635 2.7389 -0.0885 0.01 -0.01 0.01 0.2789
H 5.3335 3.4114 -1.6197 -0.02 0.04 0.00 0.3713
H 4.5601 1.8402 -1.5957 -0.06 -0.02 -0.03 0.2845
H 3.1027 3.0202 -3.4463 0.02 -0.01 0.00 0.8581
H -0.1820 4.6425 -4.2039 -0.04 0.00 -0.01 0.3732
H 0.4285 2.9815 -4.4048 -0.01 -0.03 0.04 0.1965
H 1.3907 4.3227 -4.9574 0.02 0.03 0.03 0.3670
H -0.2636 5.1225 -1.8850 -0.02 0.02 0.00 0.2042
Cl -1.5127 2.6548 0.1336 -0.36 -0.24 0.38 0.3157
C -3.1162 2.4971 0.8449 0.50 0.33 -0.51 -0.1434
C -4.0481 3.3978 0.3447 -0.14 -0.10 0.15 -0.7698
C -5.3385 3.3954 0.8419 0.08 0.03 -0.08 -0.6146
C -5.6901 2.4972 1.8409 0.05 0.02 -0.03 -0.7154
C -4.7435 1.6091 2.3173 -0.10 -0.09 0.13 -0.1584
C -3.4337 1.5741 1.8306 -0.17 -0.09 -0.07 -0.2684
P -2.2070 0.3517 2.4299 0.28 0.22 0.09 1.1124
C -2.7431 0.2426 4.1870 -0.03 0.07 -0.06 0.1667
C -3.1325 -0.9380 4.8039 -0.06 -0.15 0.06 -0.2781
C -3.4556 -0.9606 6.1575 0.02 -0.01 -0.06 -0.6247
C -3.3992 0.1989 6.9108 0.01 0.06 0.00 -0.4652
C -3.0062 1.3888 6.3039 -0.03 -0.12 0.04 -0.6491
C -2.6755 1.4029 4.9617 0.05 0.08 -0.01 -0.4303
C -2.7918 -1.2400 1.7655 0.09 -0.11 -0.04 0.3120
C -4.0040 -1.4742 1.1319 -0.10 0.06 0.02 -0.4812
C -4.2790 -2.7207 0.5860 0.04 -0.03 0.00 -0.5135
C -3.3463 -3.7438 0.6686 0.04 0.00 0.01 -0.6528
C -2.1292 -3.5224 1.3009 -0.10 -0.01 -0.04 -0.7558
C -1.8564 -2.2755 1.8383 0.04 -0.04 0.00 -0.0912
H -3.7449 4.0773 -0.4372 -0.02 0.04 -0.03 0.4754
H -6.0630 4.0931 0.4411 -0.03 0.00 0.02 0.3497
H -6.6950 2.4862 2.2417 -0.02 -0.01 0.01 0.3928
H -5.0214 0.9128 3.1006 0.01 -0.01 -0.02 0.4995
H -3.1906 -1.8565 4.2321 0.01 0.04 -0.02 0.3540
H -3.7539 -1.8956 6.6148 -0.01 -0.01 0.03 0.3803
H -3.6523 0.1781 7.9635 0.00 0.01 0.01 0.3497
H -2.9469 2.3018 6.8818 0.00 0.03 0.02 0.3927
H -2.3531 2.3328 4.5068 0.01 0.00 -0.05 0.3808
H -4.7182 -0.6711 1.0110 -0.01 0.01 -0.01 0.2880
H -5.2115 -2.8808 0.0605 -0.02 0.01 -0.01 0.3689
H -3.5514 -4.7023 0.2096 0.00 -0.02 -0.01 0.3138
H -1.3796 -4.3017 1.3368 0.02 -0.01 0.00 0.4662
H -0.8914 -2.0960 2.3009 0.01 0.02 0.01 0.5177
F 1.1578 -2.5831 -9.2638 0.00 -0.01 -0.04 -0.3401
C 1.4429 -1.8499 -8.1688 -0.01 0.02 0.11 0.7195
C 0.9172 -2.1857 -6.9330 0.15 0.24 0.07 -0.2804
F 0.1140 -3.2542 -6.8203 -0.04 -0.08 -0.07 -0.3186
C 1.2188 -1.4218 -5.8160 -0.25 -0.38 -0.08 0.2210
F 0.6595 -1.8303 -4.6723 0.07 0.11 0.08 -0.2232
C 2.0471 -0.2973 -5.8466 0.13 0.43 0.88 -0.1484
S 2.4104 0.6580 -4.4033 -0.19 -0.44 -0.68 -0.2354
C 2.5496 -0.0018 -7.1123 0.14 0.09 -0.37 0.3443
F 3.3581 1.0582 -7.3037 0.00 0.01 0.11 -0.3583
C 2.2674 -0.7443 -8.2474 -0.03 0.02 0.18 0.0305
F 2.7968 -0.3856 -9.4338 -0.01 -0.04 -0.08 -0.3267
F 0.6004 -1.1148 3.8963 0.12 0.07 0.05 -0.2325
C 1.3664 -0.0505 4.1590 -0.18 0.04 0.22 0.3088
F 2.1486 -0.3745 5.2140 -0.19 0.09 -0.09 -0.3007
F 0.5413 0.9358 4.5646 0.12 -0.17 -0.01 -0.2960
C 2.1813 0.3852 2.9073 -0.26 -0.15 -0.72 0.9181
O 1.4597 0.2566 1.7794 0.83 0.48 2.11 -0.2715
C 2.6229 1.8602 3.0908 0.18 0.22 0.15 0.3875
F 3.6467 2.1570 2.2658 -0.12 0.00 0.18 -0.2917
F 3.0376 2.1361 4.3538 -0.04 0.03 -0.28 -0.3147
F 1.6318 2.7069 2.8034 0.08 -0.07 0.09 -0.2279
C 3.4512 -0.5146 2.8061 0.19 -0.14 0.10 0.3030
F 3.1225 -1.8001 3.0142 0.13 0.20 -0.02 -0.2575
F 4.4107 -0.1904 3.7125 -0.14 -0.11 -0.19 -0.3105
F 4.0041 -0.4237 1.5956 -0.05 -0.03 0.21 -0.1711
O 3.1518 -3.2469 0.1890 -0.53 0.52 -0.31 -0.4492
B 1.9708 -2.8196 -0.5829 0.89 -2.48 0.02 0.1534
O 1.5723 -4.0772 -1.2699 -0.01 1.04 0.28 -1.2002
C 2.4252 -5.0508 -0.9152 -0.08 -0.24 -0.15 0.6304
C 2.4284 -6.3698 -1.3133 0.14 -0.17 0.05 -0.9515
C 3.4270 -7.2002 -0.7909 -0.02 0.12 0.02 -0.4367
C 4.3768 -6.7036 0.0947 -0.03 0.12 0.02 -0.4659
C 4.3637 -5.3592 0.4882 0.02 -0.22 -0.06 -1.0326
C 3.3754 -4.5554 -0.0344 0.22 -0.07 0.13 0.5562
H 1.6872 -6.7392 -2.0090 -0.02 0.00 -0.01 0.4505
H 3.4602 -8.2423 -1.0829 0.00 -0.03 -0.01 0.3589
H 5.1426 -7.3595 0.4896 0.01 -0.04 -0.01 0.3571
H 5.0993 -4.9612 1.1736 0.02 0.03 0.02 0.4484
F -2.3715 -1.0831 -3.8175 -0.09 -0.10 0.11 -0.2755
C -2.8287 -1.5538 -2.6381 -0.10 0.00 -0.23 0.5962
F -2.1968 -2.7068 -2.3893 -0.04 0.07 0.00 -0.2056
F -4.1369 -1.8508 -2.8088 0.13 0.03 0.01 -0.2962
C -2.6147 -0.4839 -1.5368 0.74 0.05 0.59 -0.1294
O -3.5025 0.3212 -1.3284 -0.33 0.04 -0.15 -0.5754
O -1.4708 -0.5597 -0.9719 -2.49 -0.22 -0.99 -0.0523
```
Positions in Å, forces in eV/Å.

Energy above the lowest of the compared OMol25 structures with the same formula, charge and spin, kcal/mol: 29.8
Frontier orbital gap, eV: 5.958
E_HOMO, Ha: -0.0823
Total charge: -2
LUMO level, eV: 3.72

***

3.
C7H6BrClN2O | the ωB97M-V functional and the def2-TZVPD basis

```
18
Properties=species:S:1:pos:R:3:forces:R:3:mulliken_charge:R:1
C 0.7657 -0.8771 -2.3256 -0.22 0.01 -0.18 -0.9934
C 0.0556 -1.0824 -1.2335 2.92 -0.29 3.49 0.6168
C -1.3333 -1.1585 -1.0950 -0.66 -0.03 -0.23 0.1784
N -2.4656 -1.2067 -0.9154 -0.36 -0.02 0.13 -0.4735
C 0.8907 -1.2918 0.3507 -1.85 0.43 -3.39 -0.1140
Cl 0.7700 -3.0029 0.7546 0.06 -0.02 0.14 -0.1555
C 0.2169 -0.4206 1.3966 0.13 -0.19 0.08 -0.9207
C 0.2301 1.0176 1.0153 -0.34 0.81 -0.18 0.2087
Br 1.9267 1.7775 0.7104 0.26 -0.18 0.06 -0.0563
C -0.8576 1.7997 0.8794 -0.33 -1.48 0.40 -0.1668
N -0.6792 3.1237 0.5403 -0.14 2.16 -0.54 0.0080
O -1.6717 3.8298 0.4276 0.61 -1.26 0.27 -0.3976
H 1.8413 -0.8194 -2.3022 0.14 -0.01 0.11 0.2920
H 0.2907 -0.7621 -3.2878 -0.09 0.01 -0.10 0.3197
H 1.9290 -1.0292 0.1613 -0.12 -0.05 0.04 0.4142
H 0.7623 -0.5476 2.3395 -0.10 0.02 -0.05 0.3967
H -0.8137 -0.7502 1.5480 0.05 0.00 -0.02 0.4356
H -1.8580 1.4002 1.0356 0.01 0.06 -0.03 0.4077
```
Positions in Å, forces in eV/Å.

Structure (SMILES): C=C(C#N)[C@H](Cl)C/C(Br)=C/N=O
Frontier orbital gap (spin up / spin down), eV: 8.051 / 8.051
E_HOMO (spin up / spin down), Ha: -0.3391 / -0.3391
LUMO level (spin up / spin down), eV: -1.18 / -1.18